Record 1
This record from OMol25 describes a 2-piece molecular cluster, C4H11NOS overall. The level of theory is ωB97M-V/def2-TZVPD.

Geometry (Å):
H 0.138 -0.868 -2.581
H 1.145 -2.801 2.227
C -0.404 3.207 0.248
H -0.088 3.795 -0.599
C 0.459 -2.057 -0.011
O 0.174 1.648 1.927
C -0.548 -1.105 -0.665
H 1.441 2.216 0.354
H 0.054 -3.047 -0.207
H -0.302 -0.070 -0.399
S 0.521 -1.702 1.766
H -1.534 -1.335 -0.264
H -1.374 3.388 0.691
H 1.430 -1.972 -0.496
H -1.471 -1.041 -2.489
C 0.456 2.356 0.793
N -0.599 -1.363 -2.097
H 0.501 0.752 1.802

Values from the calculation:
* E: -687.14242 a.u.
* HOMO energy: -9.2 eV
* ΔE to the lowest compared entry with this formula, charge and spin: 42.0 kcal per mole
* F_max: 0.7 eV/A
* HOMO-LUMO gap: 9.9 eV

---

Record 2
This record from OMol25 describes a 11-piece molecular cluster, C52H94N16O4 overall at a distorted geometry. The level of theory is ωB97M-V/def2-TZVPD.

Geometry (Å):
H 21.229 17.296 19.660
C 24.136 9.879 3.257
C 21.771 17.733 18.781
N 9.911 20.305 26.232
H 2.856 23.960 12.021
C 26.464 17.125 20.377
H 18.277 19.508 19.031
C 19.359 21.020 18.036
C 17.073 25.598 18.296
H 17.663 19.963 17.438
H 21.355 18.706 18.486
H 8.863 20.651 27.987
C 18.904 23.163 14.519
C 20.463 13.021 2.906
C 16.183 5.680 13.481
H 24.119 23.855 12.581
N 22.292 23.317 13.222
H 23.158 20.091 18.952
N 17.191 3.429 17.332
H 21.070 13.646 3.554
H 14.612 18.889 9.809
H 15.368 8.246 23.361
H 19.534 10.251 2.228
H 17.687 25.115 17.526
N 16.906 25.168 19.606
H 13.108 18.095 25.073
C 11.494 21.215 25.009
C 17.834 24.196 20.188
C 15.700 3.803 15.785
H 24.559 10.133 2.292
H 17.313 3.826 13.251
H 7.840 20.693 26.358
C 18.289 21.907 13.942
H 25.782 19.820 19.904
H 14.773 18.269 25.632
C 14.104 9.609 20.814
H 21.036 22.500 16.121
H 12.051 21.710 24.195
C 25.080 19.085 19.581
H 18.302 7.678 20.896
H 18.559 24.827 20.724
H 10.964 10.015 21.965
H 13.968 20.924 25.704
H 22.921 24.041 11.345
C 14.808 8.835 22.709
H 16.367 6.050 12.489
H 16.258 8.667 19.639
H 14.233 19.029 24.215
H 25.859 17.390 22.413
C 23.792 19.219 19.211
H 14.759 3.941 15.250
O 19.337 22.078 17.279
H 15.211 5.103 13.590
N 4.423 22.695 12.029
H 18.302 23.850 19.292
C 17.373 23.152 21.190
H 15.803 26.975 17.139
H 21.831 17.014 17.964
O 20.375 20.407 18.341
H 5.763 20.433 8.943
C 5.557 21.451 8.879
H 18.427 24.063 14.147
H 15.451 17.256 9.762
H 11.870 11.477 21.947
H 6.622 20.378 11.283
C 5.856 21.141 11.404
H 16.412 22.703 21.017
C 22.441 22.948 14.539
N 5.327 21.747 10.260
N 15.173 9.023 21.381
C 18.071 20.348 18.389
N 22.709 10.251 3.107
H 18.829 23.111 15.590
H 16.107 6.531 14.235
C 23.302 23.355 12.169
C 4.443 22.643 10.715
C 17.852 3.309 18.663
C 16.465 8.927 20.636
H 3.852 23.295 10.056
H 20.486 13.601 1.985
H 23.515 22.355 11.803
N 20.335 23.226 14.172
H 20.521 23.696 12.051
C 22.419 11.541 3.044
H 18.279 21.050 14.620
H 12.961 9.196 23.835
C 20.939 23.476 13.026
H 4.916 24.197 14.325
C 8.636 20.199 27.012
H 18.644 4.069 18.698
C 20.593 10.361 2.473
H 18.574 13.846 3.269
C 4.245 24.636 13.601
C 13.554 19.968 26.050
H 17.110 3.520 19.457
H 11.791 10.581 20.415
C 13.919 18.783 25.200
C 10.164 21.275 25.222
C 17.356 7.915 21.356
H 21.661 8.461 2.695
H 25.659 15.809 21.826
N 23.250 17.962 19.085
H 2.868 22.944 13.448
H 4.691 21.834 8.278
C 15.195 18.142 10.338
H 18.959 4.135 16.232
N 15.444 26.722 19.213
H 15.688 25.888 21.242
H 14.922 28.619 20.026
C 17.242 4.700 13.949
H 8.408 19.162 27.161
H 11.125 19.145 27.533
N 12.040 20.254 25.896
H 24.312 8.814 3.256
N 13.176 9.821 21.727
C 13.591 9.279 22.937
C 21.292 22.826 15.128
O 18.141 13.785 20.603
C 15.867 3.342 16.996
H 16.917 9.924 20.717
C 14.480 27.829 19.393
C 16.147 26.530 18.083
H 9.368 21.846 24.780
N 25.259 17.715 19.808
H 15.110 2.963 17.656
H 19.050 12.558 4.445
H 4.728 25.420 13.014
H 18.169 2.298 18.864
H 27.229 17.943 20.327
C 11.033 19.787 26.678
O 16.615 12.113 19.839
H 24.104 16.018 19.609
C 19.009 12.848 3.394
H 26.929 16.300 19.846
C 17.863 3.870 16.240
H 6.417 21.977 8.443
H 17.335 23.513 22.220
H 23.021 12.411 3.335
H 5.547 21.596 13.530
H 18.845 21.522 13.045
H 14.265 28.192 18.422
N 16.964 4.177 15.307
H 24.555 10.487 4.045
H 13.645 27.368 19.976
H 18.194 5.160 13.810
H 17.576 8.283 22.342
H 13.869 19.813 27.144
C 15.936 25.888 20.168
C 11.858 10.498 21.505
H 27.238 16.359 22.309
H 18.165 22.377 21.284
H 16.773 7.014 21.442
C 3.509 23.552 12.802
H 17.301 22.067 13.612
H 17.251 20.933 18.853
C 24.165 17.042 19.462
C 26.333 16.629 21.792
C 5.314 21.745 12.485
C 21.608 9.486 2.674
C 17.331 12.992 20.231
H 14.042 9.895 19.778
H 18.594 12.049 2.766
H 15.379 18.144 11.417
N 21.121 11.670 2.690
H 23.462 22.807 14.856
H 3.566 25.101 14.288

Values from the calculation:
* E: -3212.70456 a.u.
* HOMO energy: -8.7 eV
* ΔE to the lowest compared entry with this formula, charge and spin: 0.0 kcal per mole
* F_max: 4.5 eV/A
* net charge: +6
* HOMO-LUMO gap: 1.1 eV

---

Record 3
This record from OMol25 describes C48H50ClN7P2RhSe2 as an isolated structure. The level of theory is ωB97M-V/def2-TZVPD.

Geometry (Å):
P 3.762 -2.760 2.348
H 4.412 -7.730 -0.999
H -5.459 -0.577 -5.236
C 5.097 -1.172 0.466
H -3.508 0.699 -6.298
H -4.239 2.748 -4.197
C -3.017 4.524 1.232
C 3.913 -4.401 -1.359
C -2.424 4.100 2.419
H 8.534 -1.666 2.149
C -0.708 -5.565 -1.881
H 0.286 2.213 -0.188
C -4.837 1.836 -4.238
H 1.805 -7.223 2.552
H -4.290 -1.577 -4.378
C -0.548 -0.308 4.195
C 1.182 -4.120 -2.251
C -1.643 -0.707 -1.469
C 3.942 -7.336 2.363
H -2.275 -1.428 -3.354
C 0.346 -4.817 -1.380
H 4.143 -1.014 -0.018
H -1.307 -1.046 3.991
C 3.875 -4.561 2.206
C 6.452 -2.150 2.200
C -3.210 1.466 -1.906
H -5.569 1.856 -3.426
C -3.967 0.581 -4.188
C -2.450 2.364 0.319
C 2.359 -2.326 1.281
H -5.390 1.852 -5.177
H 2.595 -6.094 -1.125
N 0.009 0.374 3.201
C 5.117 -6.619 2.208
C -5.150 5.721 1.519
H -1.354 -6.108 -1.203
H -3.430 7.899 1.841
C 7.572 -1.533 1.671
H 1.600 -3.613 -4.287
H 6.534 -2.731 3.110
H 6.065 -7.138 2.148
H -4.221 5.814 -1.016
H 3.971 -8.415 2.436
C -3.025 3.612 0.177
C 0.981 0.987 5.090
H -3.176 6.691 3.084
C 2.725 -6.667 2.427
C 2.693 -5.285 2.360
H -2.585 6.425 -0.708
C 7.458 -0.728 0.544
Rh -0.657 0.294 1.224
C 6.220 -0.540 -0.050
H -5.661 5.004 0.874
Cl 2.237 1.661 0.976
C 1.957 -2.536 -0.057
C 3.620 -5.753 -1.182
H 6.119 0.091 -0.924
H -0.193 -0.345 6.390
H 5.464 -2.951 -1.649
H -3.468 3.885 -0.767
C 0.721 1.275 0.152
H 0.980 0.631 -0.685
C -3.179 0.481 -2.891
N 1.436 -1.552 1.850
C 0.027 0.053 5.417
N -1.841 2.000 1.466
H 1.578 1.651 3.158
H -1.754 -6.205 -3.642
N -1.681 0.254 -0.540
C 4.647 -6.680 -1.117
C 5.968 -6.266 -1.205
H 6.011 -4.688 1.980
H 1.706 1.509 5.691
Se 3.196 -1.571 -2.857
H -2.390 4.737 3.289
C -2.452 1.340 -0.757
H -0.983 -1.540 -1.266
C -0.932 -5.618 -3.251
H -5.558 -0.733 -3.479
Se 3.492 -2.150 4.341
H 1.748 -4.761 2.458
H -1.932 6.969 1.853
C -4.869 -0.654 -4.322
C -2.967 0.621 -5.354
H -3.997 7.425 -0.368
C 5.240 -3.991 -1.460
H 0.514 -4.771 -0.310
H 8.334 -0.239 0.138
P 2.603 -3.178 -1.629
C -3.611 6.407 -0.334
C 5.087 -5.234 2.119
H -3.837 2.335 -2.029
H -2.355 -0.281 -5.392
C 5.209 -1.992 1.583
H 6.768 -6.994 -1.159
C 6.265 -4.920 -1.365
C -1.843 2.850 2.493
H 7.293 -4.592 -1.446
C -0.103 -4.921 -4.118
N 0.817 -1.868 -0.231
H -5.665 6.679 1.437
C -2.366 -0.621 -2.640
H -1.364 2.506 3.400
N 0.532 -1.303 0.920
H -0.276 -4.963 -5.186
H -5.235 5.375 2.550
C -3.678 5.889 1.107
C 0.953 -4.171 -3.620
C -3.007 6.913 2.030
H -2.300 1.481 -5.272
N 0.924 1.172 3.761

Values from the calculation:
* E: -8298.61869 a.u.
* HOMO energy: -9.4 eV
* ΔE to the lowest compared entry with this formula, charge and spin: 0.0 kcal per mole
* F_max: 0.5 eV/A
* net charge: +1
* HOMO-LUMO gap: 5.8 eV

---

Record 4
This record from OMol25 describes C19H20FGaN4O as an isolated structure at a distorted geometry. The level of theory is ωB97M-V/def2-TZVPD.

Geometry (Å):
H 1.541 2.149 -1.092
H 1.542 0.850 -2.096
C -1.796 2.246 -3.641
H -0.695 -2.503 -3.811
C 3.486 -2.658 2.036
H -0.555 2.983 0.872
H -3.239 2.026 -0.573
C 1.578 -2.500 0.574
N -1.202 1.921 -1.010
F -1.707 3.011 5.110
C 2.609 -3.246 1.154
H -2.104 2.453 -4.698
C 0.508 -3.253 -0.183
C -0.608 2.395 1.803
C 2.487 -0.557 1.463
C -0.868 3.104 2.966
H 4.073 -0.795 2.875
C -1.199 -1.762 -3.168
O -0.932 -0.836 -0.968
H 0.274 1.848 -4.110
H -2.237 -1.798 -3.131
H 4.238 -3.269 2.468
C -0.486 1.973 -3.360
H -1.287 4.159 2.944
C -2.503 2.164 -1.328
H -3.823 2.503 -2.917
N 1.561 -1.155 0.709
C -0.521 0.296 2.998
H -0.994 -0.759 -3.560
H -0.370 -3.209 0.481
H 0.739 -4.261 -0.350
N 0.976 1.397 -1.415
C -0.275 1.836 -1.980
N 0.113 -2.839 -1.498
C -1.142 2.282 4.117
H 2.604 0.511 1.479
C 3.430 -1.298 2.245
H 0.062 -3.548 -2.230
Ga 0.138 0.308 0.208
C -2.756 2.374 -2.666
C -0.665 -1.787 -1.766
H -1.087 0.380 5.089
H -0.417 -0.785 3.043
C -0.931 0.937 4.187
H 2.777 -4.316 0.874
C -0.335 1.028 1.854

Values from the calculation:
* E: -3054.43348 a.u.
* HOMO energy: -14.5 eV
* ΔE to the lowest compared entry with this formula, charge and spin: 45.7 kcal per mole
* F_max: 3.5 eV/A
* net charge: +2
* HOMO-LUMO gap: 8.5 eV